1.
The following is a quantum chemistry calculation of a cluster of 9 separate species, C31H55F5O23 in total, from OMol25.

Computed properties:
SMILES: O=C1OC[C@@H](F)O1.O=C1OC[C@@H](F)O1.O=C1OC[C@@H](F)O1.O=C1OC[C@@H](F)O1.O=C1OC[C@@H](F)O1.COCCOC.COCCOC.COCCOC.COCCOC
E_LUMO (eV): 0.61
HOMO (eV): -9.690
Total charge: 0
Orbital gap (eV): 10.302

Atoms and positions in Å:
1 F 0.6794 1.4604 -6.3339
2 F -1.3565 3.6766 -1.6431
3 F -0.9214 3.2859 6.8417
4 F -2.4652 -3.2977 -6.1446
5 F 0.5929 -4.4956 -1.1010
6 O -1.5257 2.8868 0.5035
7 O -2.2962 -5.7468 -1.0635
8 O 2.3547 3.2523 -3.5110
9 O -0.3161 -3.5150 3.5215
10 O -0.4936 -2.2834 -6.1909
11 O -0.1438 -0.5486 -0.8059
12 O 1.6060 3.1603 -0.5534
13 O 5.2052 1.9681 0.6578
14 O -1.2866 1.6900 -3.5721
15 O -1.1323 2.5313 -5.6286
16 O -0.4651 1.1336 3.7115
17 O -3.1114 -2.0484 4.2115
18 O -2.5436 -1.5140 -0.0985
19 O -0.6470 3.1138 4.6738
20 O -3.6459 2.2779 0.2576
21 O 4.0870 -0.2620 2.0508
22 O -2.3877 1.7035 4.8533
23 O -2.5060 -6.1944 -3.3470
24 O -2.9410 3.0904 2.2719
25 O -1.1778 -4.4918 -2.5253
26 O 0.4256 -3.8341 -4.9183
27 O 1.0050 -1.6952 -4.6868
28 O -3.0779 2.6427 -4.4657
29 C -0.6867 -4.0541 -1.2877
30 C 4.5265 0.9034 2.7699
31 C -3.8757 -1.7621 0.4056
32 C -2.0599 -5.5933 -2.4115
33 C 3.6801 3.1507 -3.9503
34 C 2.8471 -0.7375 2.6856
35 C -1.7602 -0.7918 0.8926
36 C 1.1719 -0.6630 -1.3075
37 C -0.2666 -0.7860 0.5360
38 C 0.2051 2.1874 -5.3047
39 C -4.0461 -1.6554 5.1820
40 C -2.7621 2.7695 1.1362
41 C -1.1522 -3.4668 -6.5486
42 C -1.4801 3.6608 5.5946
43 C -3.1451 2.1101 -1.0944
44 C -1.9495 2.2816 -4.6270
45 C 2.1431 4.3616 -2.5825
46 C -1.6644 2.5862 -0.8938
47 C -0.0039 -2.1906 3.8431
48 C -2.8286 2.9180 5.4088
49 C 2.5744 4.0070 -1.1348
50 C -1.7282 -3.7908 3.3805
51 C -0.4630 -4.5362 -5.7249
52 C -1.1049 1.8879 4.3974
53 C 0.0450 1.3812 -4.0279
54 C 2.0987 2.6769 0.7037
55 C -2.6937 -3.3681 4.4516
56 C -1.6266 -4.7330 -0.3360
57 C 5.6457 1.5243 1.9497
58 C 6.1556 1.7482 -0.3448
59 C 0.3694 -2.5218 -5.2179
60 H 5.7367 1.2760 -1.2990
61 H -4.3256 -2.5701 -0.1524
62 H 1.6508 -1.6149 -1.0886
63 H 2.6305 -1.6964 2.1957
64 H -3.7215 2.7296 -1.7399
65 H -3.8611 -2.1252 1.4062
66 H 5.9919 2.3905 2.4437
67 H 2.6506 4.9309 -0.5549
68 H 1.3084 2.3996 1.3668
69 H 2.0544 -0.0726 2.4327
70 H -3.6358 -1.8460 6.1515
71 H -2.0726 0.2897 0.8752
72 H -3.6049 -4.0124 4.3609
73 H -0.8626 1.9227 -1.1883
74 H -0.4696 -1.4534 3.2612
75 H 2.6669 1.7537 0.5407
76 H 4.9053 0.6768 3.7949
77 H -2.0283 -1.2057 1.8319
78 H -5.0173 -2.0060 5.0157
79 H 0.1362 -5.1485 -6.4433
80 H -3.2394 1.0549 -1.3624
81 H 1.0277 4.3625 -2.5912
82 H 6.9434 1.0960 0.0132
83 H 0.7526 3.1077 -5.0327
84 H -4.5341 -0.8776 0.4247
85 H -3.3460 3.5520 4.6550
86 H 2.7712 3.4281 1.1847
87 H 1.1871 -0.5424 -2.3674
88 H 3.5238 3.4521 -1.0906
89 H 2.9175 -0.8602 3.7463
90 H -1.4163 4.7334 5.5801
91 H 4.1999 2.7984 -3.0731
92 H 0.2555 -0.1032 1.2648
93 H -1.0635 -5.1108 0.4821
94 H 1.8470 0.0737 -0.8492
95 H -1.0595 -5.1769 -5.0780
96 H -0.7062 -2.9841 -1.2508
97 H 4.0527 4.1263 -4.3262
98 H 0.8408 1.6306 -3.2961
99 H 1.0699 -2.0807 3.7014
100 H 0.0929 0.3437 -4.3378
101 H -3.5633 2.8295 6.2079
102 H 3.7726 2.4172 -4.7918
103 H 2.6527 5.2702 -2.8769
104 H 6.4273 0.6827 1.9183
105 H 3.6459 1.5626 2.8020
106 H -1.7994 -4.8937 3.2468
107 H -0.2046 -1.9533 4.8275
108 H 0.3202 -1.7129 0.7425
109 H 6.6666 2.6694 -0.5817
110 H -2.0571 -3.3762 2.4352
111 H -4.1439 -0.5729 5.1331
112 H -1.1135 -3.5626 -7.6260
113 H -2.3676 -4.0634 0.0561
114 H -2.1662 -3.3894 5.3912

2.
The following is a quantum chemistry calculation of a cluster of 5 separate species, C45H62N8O3 in total, from OMol25.

Computed properties:
E_LUMO (eV): -13.78
HOMO (eV): -20.480
Energy above the lowest of the compared OMol25 structures with the same formula, charge and spin (kJ/mol): 73.1
Total charge: +6
Orbital gap (eV): 6.702

Atoms and positions in Å:
1 O 0.2220 23.4788 2.9191
2 O -1.4213 22.1238 2.4591
3 O -1.6583 24.3025 2.2513
4 N -6.4506 18.8625 0.5010
5 N -4.2518 25.4879 0.9768
6 N -3.4423 27.1825 8.5483
7 N -2.6310 14.5583 7.9709
8 N 4.5140 23.7106 4.1477
9 N 2.8739 18.6093 -0.3904
10 N -0.9755 23.3045 2.5460
11 N -0.1955 20.9802 6.3814
12 C -1.4810 17.0267 7.3862
13 C -4.4386 24.9075 -0.2120
14 C 4.8699 24.7770 5.0925
15 C 4.4252 19.7018 0.9449
16 C 4.8369 21.4857 3.3502
17 C -5.4310 19.1367 1.3031
18 C 2.1078 20.2699 1.1407
19 C -0.2988 20.0561 5.3977
20 C -4.4229 24.8241 2.1194
21 C 2.5075 17.4500 -1.2512
22 C -3.0502 13.2299 8.5144
23 C -0.9186 18.3822 7.0638
24 C -5.5332 21.4676 0.7748
25 C -2.5071 16.8906 8.3467
26 C -7.0680 19.8642 -0.1895
27 C -1.7516 25.7469 5.3338
28 C -0.7968 19.4009 8.0128
29 C -0.6928 18.7634 5.7310
30 C 3.4365 20.5436 1.4616
31 C -2.2473 26.7769 6.3277
32 C -0.4409 20.6951 7.6590
33 C -3.6219 26.8431 1.0569
34 C -2.1960 27.3159 9.3870
35 C 3.6180 23.9081 3.1827
36 C -5.0916 22.8764 0.8678
37 C -4.6154 26.5173 9.3253
38 C -4.7731 23.5012 2.0658
39 C -5.4992 28.8375 10.0193
40 C 3.8391 21.6739 2.3643
41 C 5.1851 22.5073 4.1899
42 C 3.2270 22.9095 2.3169
43 C 4.1622 18.8389 -0.0985
44 C -3.9710 28.5580 8.1055
45 C -3.2255 26.2108 7.3889
46 C -5.1424 27.4240 10.4717
47 C -4.3268 29.4410 9.2592
48 C -6.6582 21.1611 -0.0123
49 C 0.3246 22.3542 6.0620
50 C -3.1200 15.6650 8.5810
51 C -1.1162 15.8530 6.7384
52 C 1.8693 19.2703 0.1835
53 C -6.9440 17.4792 0.3422
54 C -4.9034 23.6132 -0.3253
55 C -4.9174 20.4313 1.4644
56 C -1.6988 14.6354 7.0349
57 H -4.3937 27.3500 11.2627
58 H -4.1425 25.6032 9.6867
59 H -2.4405 12.3617 8.2811
60 H 5.3831 20.5590 3.4648
61 H -0.3226 15.9417 6.0074
62 H 3.4212 17.2021 -1.7857
63 H -4.1042 13.1469 8.2499
64 H -1.4159 27.2185 6.8761
65 H -2.7960 27.5484 5.7874
66 H 5.4924 19.8101 1.1000
67 H 2.9744 24.7786 3.2257
68 H 5.9342 22.4547 4.9666
69 H -4.5423 30.4794 9.0064
70 H -4.8254 28.3269 7.4686
71 H 1.7327 17.6992 -1.9722
72 H -0.6409 17.9899 4.9764
73 H -4.1515 25.2117 3.0888
74 H -3.5105 29.5612 9.9767
75 H -3.1510 28.9530 7.5057
76 H 0.3022 22.9532 6.9685
77 H 5.7786 24.4510 5.5907
78 H -2.4522 27.6748 10.3784
79 H -0.9093 19.2042 9.0713
80 H -5.8417 29.3813 10.8982
81 H 0.0300 20.3633 4.4147
82 H 0.8842 18.9602 -0.1313
83 H -3.9979 20.5426 2.0231
84 H -2.6280 26.6739 1.4637
85 H -1.1101 24.9727 5.7630
86 H -3.0562 13.2620 9.6053
87 H -0.2203 21.4483 8.4006
88 H -4.8061 22.9480 2.9951
89 H -7.8523 19.5300 -0.8545
90 H -0.2593 22.8198 5.2724
91 H -4.2275 27.4842 1.6931
92 H 4.9631 25.7283 4.5767
93 H -4.9291 18.3433 1.8372
94 H -8.0028 17.4081 0.5776
95 H -1.5451 28.0101 8.8634
96 H -2.8068 25.2980 7.8145
97 H 4.0859 24.8407 5.8475
98 H -4.1905 25.9682 6.9493
99 H -1.7484 26.3298 9.4917
100 H -3.8238 15.5012 9.3848
101 H -2.5729 25.1643 4.9009
102 H -7.1934 21.9279 -0.5564
103 H -1.3628 13.7141 6.5797
104 H -6.3915 28.7406 9.3941
105 H -6.3801 16.7187 0.8752
106 H -5.0088 23.1460 -1.2934
107 H -2.8289 17.8079 8.8204
108 H -3.6190 27.2564 0.0527
109 H 2.1663 16.6457 -0.6042
110 H -1.2178 26.1691 4.4839
111 H -6.0175 26.9132 10.8765
112 H -5.3937 26.2457 8.6154
113 H -4.3727 25.5512 -1.0785
114 H -6.7768 17.2477 -0.7113
115 H 4.9176 18.3103 -0.6619
116 H 2.3745 23.0769 1.6738
117 H 1.3099 20.8224 1.6222
118 H 1.3680 22.2533 5.7700

3.
The following is a quantum chemistry calculation of a structure of composition C6H9Br3Cl2O2, from OMol25.

Computed properties:
Spin multiplicity: 2
E_LUMO (alpha / beta) (eV): -4.35 / -10.49
HOMO (alpha / beta) (eV): -13.751 / -13.645
Total charge: +1
Orbital gap (alpha / beta) (eV): 9.404 / 3.153

Atoms and positions in Å:
1 Br 4.4630 -12.1875 9.2332
2 Br 3.5542 -13.7130 12.1076
3 Br 6.5416 -14.2506 10.6050
4 Cl 5.7900 -12.8352 5.7857
5 Cl 8.4143 -12.8204 6.9591
6 O 4.3222 -15.3847 6.9389
7 O 4.3785 -17.4414 7.9140
8 C 6.8083 -13.6186 6.9483
9 C 3.3999 -15.7851 9.1691
10 C 5.0995 -12.9493 10.9890
11 C 4.1368 -16.0477 7.9541
12 C 4.1414 -18.0990 9.1766
13 C 3.8818 -16.9380 10.0882
14 H 6.3896 -13.5826 7.9540
15 H 6.9345 -14.6697 6.6890
16 H 2.3318 -15.8486 8.9613
17 H 3.3532 -18.8242 8.9748
18 H 5.0589 -18.6583 9.3598
19 H 4.7753 -16.7250 10.6750
20 H 5.4607 -12.0233 11.4363
21 H 3.6923 -14.8436 9.6340
22 H 3.2268 -17.2754 10.8915

4.
The following is a quantum chemistry calculation of a cluster of 2 separate species, C4H11N3O2 in total, from OMol25.

Computed properties:
SMILES: [H]/N=C(\N)NC.CC(=O)O
E_LUMO (eV): 0.38
HOMO (eV): -8.906
Energy above the lowest of the compared OMol25 structures with the same formula, charge and spin (kJ/mol): 81.1
Total charge: 0
Orbital gap (eV): 9.284

Atoms and positions in Å:
1 O -1.3045 -2.8800 0.6281
2 O 0.4608 -3.8875 1.4733
3 N 0.4743 1.7620 -0.6557
4 N -1.2962 1.7530 -2.1406
5 N -0.8434 -0.1257 -0.7499
6 C -0.5868 1.1459 -1.2743
7 C -0.3456 -2.7952 1.3475
8 C 0.0872 -1.5545 2.0791
9 C 1.0720 2.9535 -1.2223
10 H 0.4837 1.6774 0.3487
11 H -0.0360 -0.7367 -0.7461
12 H -0.7784 -0.9063 2.1120
13 H 0.8426 2.9734 -2.2780
14 H 2.1538 2.9613 -1.0890
15 H 0.5670 -1.7937 3.0261
16 H -1.6030 -0.6221 -1.1985
17 H 0.6605 3.8464 -0.7557
18 H -1.9308 1.1065 -2.5982
19 H 1.0790 -3.8351 2.2105
20 H 0.8437 -1.0426 1.4828

Number 1: strongest force on any atom 0.057 Eh/bohr. Number 2: strongest force on any atom 0.037 Eh/bohr. Number 3: strongest force on any atom 0.087 Eh/bohr. Number 4: strongest force on any atom 0.014 Eh/bohr.